Record 1
Here is 2 unconnected molecules or ions with the total composition H5NOSi at a distorted geometry from the OMol25 dataset. Energies are from wB97M-V/def2-TZVPD.

Values from the calculation:
F_max: 2.89 eV/Å
gap between HOMO and LUMO (alpha / beta): 9.2 / 8.6 eV
highest occupied orbital energy (alpha / beta): -10.45 / -10.15 eV
calculated total energy: -422.354802 a.u.

ORCA input file:
```
! wB97M-V def2-TZVPD RIJCOSX def2/J DEFGRID3
* xyz 0 1
N 0.69237 1.03318 -0.03249
O -1.40021 -0.87888 0.19723
Si -0.10661 -0.36412 -0.64681
H 0.10592 1.18142 1.96061
H 1.59247 0.97387 0.36089
H -1.10156 -0.87559 1.13743
H -0.50793 0.35973 -1.76665
H 0.72555 -1.42961 -1.21021
*
```

---

Record 2
Here is 2 unconnected molecules or ions with the total composition C9H9NO2 at a distorted geometry from the OMol25 dataset. Energies are from wB97M-V/def2-TZVPD.

Values from the calculation:
F_max: 3.61 eV/Å
gap between HOMO and LUMO: 9.3 eV
SMILES string: C=Nc1ccccc1C.O=C=O
highest occupied orbital energy: -8.79 eV
calculated total energy: -553.567602 a.u.

ORCA input file:
```
! wB97M-V def2-TZVPD RIJCOSX def2/J DEFGRID3
* xyz 0 1
C -0.44120 2.05134 1.27298
C 0.28551 2.57501 0.18054
C -0.50011 0.68227 1.53102
C 0.85923 1.65936 -0.74812
C 0.21949 -0.15411 0.68143
C 0.92453 0.36929 -0.36644
C -0.58058 -2.22021 1.36389
C -2.09668 -1.33389 -1.72068
C 1.67812 -0.57525 -1.30144
N 0.44973 -1.51465 1.16865
O -1.41436 -2.18804 -2.06187
O -2.64736 -0.48846 -1.18378
H -0.80557 2.76252 2.01041
H 0.23237 3.65451 0.03011
H -0.89558 0.19113 2.43815
H 1.48649 2.00476 -1.64054
H -0.60191 -3.28159 1.64933
H -1.54141 -1.67275 1.26639
H 2.42610 -0.05388 -1.84166
H 2.14605 -1.45384 -0.81625
H 0.81715 -1.01355 -1.91211
*
```

---

Record 3
Here is 11 unconnected molecules or ions with the total composition H22O11 at a distorted geometry from the OMol25 dataset. Energies are from wB97M-V/def2-TZVPD.

Values from the calculation:
F_max: 4.15 eV/Å
gap between HOMO and LUMO: 9.8 eV
SMILES string: O.O.O.O.O.O.O.O.O.O.O
highest occupied orbital energy: -10.15 eV
calculated total energy: -840.750691 a.u.

ORCA input file:
```
! wB97M-V def2-TZVPD RIJCOSX def2/J DEFGRID3
* xyz 0 1
H 0.88872 1.22367 -0.15639
H 0.36679 -0.07827 0.39926
H 3.28650 -2.71730 0.35181
H 2.92715 -1.76641 1.52856
H 4.76720 0.13734 0.13364
H 4.41274 0.29471 1.66686
H -0.93759 2.47469 -1.26684
H -0.62059 1.91391 -2.64954
H -2.32727 -0.25851 -1.99003
H -1.11064 0.08459 -1.11743
H -1.63740 1.86878 1.86259
H -2.88743 1.76436 2.72537
H -0.03117 -2.72925 1.15231
H -1.67309 -2.62155 0.86370
H -5.12250 0.77956 0.78317
H -4.07717 0.10424 -0.11475
H -4.22682 -1.67461 0.44128
H -3.31359 -1.52662 -0.92218
H 4.05689 -4.01856 -1.45792
H 2.93621 -3.17686 -1.57533
H 2.29399 4.58354 -0.36198
H 3.15912 5.80743 -0.64636
O 0.23115 0.88125 0.35355
O 2.58055 -2.41980 0.96174
O 5.09578 0.45347 1.03391
O -0.99897 1.68491 -1.81471
O -1.89005 -0.47888 -1.14952
O -2.03699 2.29656 2.62172
O -0.81788 -2.20448 0.75462
O -4.96761 0.06919 0.15696
O -3.87851 -2.11694 -0.41949
O 3.14137 -3.96398 -1.12277
O 2.41112 5.32980 -1.02583
*
```

---

Record 4
Here is a molecular structure, C12H28CeN6O6S at a distorted geometry from the OMol25 dataset. Energies are from wB97M-V/def2-TZVPD.

Values from the calculation:
F_max: 4.57 eV/Å
gap between HOMO and LUMO (alpha / beta): 5.7 / 5.1 eV
highest occupied orbital energy (alpha / beta): -10.11 / -9.46 eV
calculated total energy: -2126.934380 a.u.

ORCA input file:
```
! wB97M-V def2-TZVPD RIJCOSX def2/J DEFGRID3
* xyz 1 2
O -0.10232 -0.28625 -4.34084
H -0.11674 -0.10358 -5.30041
Ce -0.38690 0.19866 -0.23509
N 0.08702 2.45786 0.77764
N 1.80863 1.12088 -0.56301
N -1.51236 -1.37386 1.05651
N -0.32006 -1.99720 -1.20896
O -0.83063 3.05871 1.53105
O -2.16693 -1.12713 2.29369
O 0.44794 -2.40377 -2.33098
O 1.27259 0.79414 -1.74576
C 2.13607 2.43451 -0.31445
C 1.32360 3.02238 0.70088
C -1.50843 -2.68132 0.72149
C -0.87691 -3.02310 -0.52206
C 1.81224 4.01855 1.68914
H 2.09339 3.48880 2.61819
H 1.01087 4.72521 1.92679
H 2.68548 4.55004 1.28482
C 3.36717 3.00656 -0.92160
H 3.21101 3.22249 -1.98410
H 4.14693 2.24187 -0.85870
H 3.70253 3.92301 -0.43718
C -2.09150 -3.69125 1.65535
C -0.82558 -4.44658 -0.97412
H -2.68360 -3.18414 2.42946
H -1.26730 -4.23663 2.15194
H -2.73318 -4.39306 1.10005
H -0.04227 -4.57416 -1.72524
H -1.80406 -4.72831 -1.38541
H -0.63696 -5.08664 -0.10567
H -1.68312 -0.38681 2.71336
H 0.51912 -1.59601 -2.92902
C -1.00819 0.63762 -3.70748
H -0.42772 1.42183 -3.19957
H -1.60946 0.05870 -2.98309
H -1.67967 1.14291 -4.42300
O -2.40867 1.71151 0.06534
H -3.29123 1.40867 0.36383
H -2.02004 2.37220 0.75903
C 1.75498 -1.11073 5.63898
N 1.07575 -1.31870 4.34473
C 0.69246 -0.27198 3.56198
S 1.43841 -0.05609 2.01692
N -0.22830 0.60314 4.01751
C -0.82685 0.54082 5.34334
H 1.44981 -0.15186 6.07312
H 2.84684 -1.10548 5.51497
H 1.47250 -1.95803 6.27490
H 1.50618 -2.07104 3.79405
H -0.31349 1.48710 3.49457
H -0.25794 1.16113 6.04267
H -1.84641 0.91718 5.25108
H -0.86348 -0.49457 5.67947
*
```

---

Record 5
Here is a single C3H3ClO2 molecule at a distorted geometry from the OMol25 dataset. Energies are from wB97M-V/def2-TZVPD.

Values from the calculation:
F_max: 1.89 eV/Å
gap between HOMO and LUMO: 11.5 eV
SMILES string: O=C1OC[C@@H]1Cl
highest occupied orbital energy: -10.85 eV
calculated total energy: -726.763959 a.u.

ORCA input file:
```
! wB97M-V def2-TZVPD RIJCOSX def2/J DEFGRID3
* xyz 0 1
C 0.52804 -0.26567 0.39696
C -0.08076 0.98889 -0.12726
C -0.74012 -0.95771 -0.14878
H 0.79922 -0.36676 1.44690
H -0.35101 1.73565 0.59652
H 0.36619 1.43259 -1.01246
O -1.26156 0.23221 -0.60155
O -1.31372 -2.00354 -0.17395
Cl 2.05372 -0.79566 -0.37638
*
```

---

Record 6
Here is a single C3H7NS molecule at a distorted geometry from the OMol25 dataset. Energies are from wB97M-V/def2-TZVPD.

Values from the calculation:
F_max: 4.32 eV/Å
gap between HOMO and LUMO: 9.7 eV
SMILES string: NC[C@H]1CS1
highest occupied orbital energy: -8.91 eV
calculated total energy: -571.353092 a.u.

ORCA input file:
```
! wB97M-V def2-TZVPD RIJCOSX def2/J DEFGRID3
* xyz 0 1
C 0.44896 0.69759 -0.53705
C -0.25100 -0.47042 0.05023
C 0.45230 -1.46694 0.90086
H -1.34650 1.98084 0.16487
H -1.19135 1.17659 -1.42627
H 0.92398 0.61418 -1.58756
H 1.40244 1.08237 0.02021
H -0.93543 -0.94039 -0.60634
H 0.10908 -2.54309 0.49976
H 1.54582 -1.49358 1.27866
N -0.66890 1.79351 -0.69334
S -0.48938 -0.43066 1.93597
*
```

---

Record 7
Here is a molecular structure, C19H24N6O at a distorted geometry from the OMol25 dataset. Energies are from wB97M-V/def2-TZVPD.

Values from the calculation:
F_max: 4.75 eV/Å
gap between HOMO and LUMO: 8.9 eV
highest occupied orbital energy: -8.33 eV
calculated total energy: -1142.101948 a.u.

ORCA input file:
```
! wB97M-V def2-TZVPD RIJCOSX def2/J DEFGRID3
* xyz 0 1
N -1.16527 -1.91467 2.52764
N -0.81483 -0.46302 0.81806
N -3.19746 -0.92169 3.42880
N 5.09135 -4.03454 0.01604
O -3.49696 2.92578 -2.48871
C -2.11542 -1.03045 2.47902
C -0.48233 -1.53838 1.39632
C -3.98116 0.11193 3.30915
C -3.83556 1.06289 2.15620
C -2.89443 0.93355 1.21613
C 4.70289 -4.20653 1.27969
C 4.20100 -3.63142 -0.96888
C 3.35979 -4.12249 1.64795
C 2.85515 -3.51008 -0.59290
C 2.41632 -3.77007 0.69914
N -1.92620 -0.02472 1.52336
N 0.60758 -2.16192 0.98645
C -4.93535 0.54205 4.39547
C 4.54964 -3.45638 -2.49445
C 0.98352 -3.60020 1.05618
C -1.27866 2.82504 0.57636
C -3.61221 3.85600 -1.35310
C -2.31700 2.16768 -2.49343
C -3.74252 2.96330 -0.07617
C -2.31058 1.20401 -1.24453
C -2.58002 1.95419 0.16005
H -4.65994 1.75268 2.15362
H 5.34427 -4.57736 2.09034
H 3.06336 -4.31811 2.60450
H 2.08545 -3.25289 -1.32143
H 0.91210 -1.79807 0.13981
H -5.97917 0.59699 4.10078
H -4.93204 -0.13133 5.27327
H -4.52871 1.53144 4.72933
H 3.97210 -4.15254 -3.03056
H 4.26783 -2.43412 -2.73714
H 5.57447 -3.73621 -2.71061
H 0.35112 -4.22317 0.48743
H 0.78970 -3.90456 2.06791
H -0.36242 2.29974 0.52692
H -1.05787 3.60248 -0.10576
H -1.47799 3.30438 1.46562
H -4.49211 4.55996 -1.32349
H -2.75184 4.54903 -1.25791
H -2.14215 1.71202 -3.49991
H -1.49178 2.93242 -2.33054
H -4.68810 2.43524 -0.17455
H -3.62812 3.62042 0.76997
H -1.31529 0.82326 -1.23108
H -2.85923 0.24327 -1.39834
*
```